1.
# C33H36Cl4N2O4

A 8-piece molecular cluster, C33H36Cl4N2O4 overall in a non-equilibrium geometry (ωB97M-V/def2-TZVPD, OMol25).

Total energy, Eh: -3530.05354
Largest force on an atom, eV/A: 2.049
E_HOMO, eV: -9.16
Relative energy (zero: lowest compared OMol25 entry of this formula, charge and spin), eV: 0.000
SMILES string: C[N+](=O)[O-].C[N+](=O)[O-].ClC(Cl)(Cl)Cl.c1ccccc1.c1ccccc1.c1ccccc1.c1ccccc1.c1ccccc1
LUMO energy, eV: 0.15
Frontier orbital gap, eV: 9.3

Structure (ORCA input):
```
! RIJCOSX wB97M-V def2-TZVPD def2/J DEFGRID3
* xyz 0 1
C 16.49 10.70 -26.38
N 17.90 11.00 -26.74
O 18.12 11.76 -27.65
O 18.77 10.59 -25.99
H 16.08 9.95 -27.05
H 15.90 11.60 -26.51
H 16.54 10.31 -25.37
C 9.75 10.99 -20.71
N 10.95 10.10 -20.96
O 11.70 9.88 -20.05
O 11.07 9.68 -22.08
H 9.58 11.59 -21.59
H 9.94 11.61 -19.84
H 8.99 10.23 -20.51
Cl 14.29 3.67 -28.35
C 12.92 2.53 -28.24
Cl 11.41 3.49 -28.35
Cl 12.96 1.38 -29.54
Cl 13.01 1.83 -26.61
C 10.50 5.62 -33.31
C 11.07 6.58 -32.46
C 10.86 6.49 -31.09
C 9.99 5.49 -30.63
C 9.58 4.47 -31.47
C 9.81 4.52 -32.83
H 10.71 5.82 -34.35
H 11.67 7.37 -32.89
H 11.20 7.21 -30.37
H 9.72 5.51 -29.58
H 8.85 3.77 -31.07
H 9.49 3.74 -33.51
C 12.83 7.58 -27.77
C 13.29 8.86 -27.47
C 12.95 9.39 -26.21
C 12.30 8.63 -25.26
C 11.82 7.37 -25.60
C 12.12 6.82 -26.83
H 12.93 7.18 -28.77
H 13.79 9.47 -28.20
H 13.38 10.36 -26.00
H 12.00 9.00 -24.29
H 11.07 6.94 -24.94
H 11.63 5.90 -27.12
C 15.22 13.23 -23.43
C 14.38 12.10 -23.44
C 13.00 12.26 -23.33
C 12.44 13.51 -23.12
C 13.25 14.64 -23.12
C 14.62 14.47 -23.30
H 16.29 13.12 -23.44
H 14.81 11.11 -23.50
H 12.39 11.40 -23.58
H 11.36 13.63 -23.05
H 12.83 15.63 -23.13
H 15.22 15.37 -23.17
C 8.40 2.96 -26.74
C 8.30 2.47 -25.45
C 8.25 3.38 -24.41
C 8.31 4.75 -24.67
C 8.33 5.22 -25.97
C 8.32 4.32 -27.05
H 8.39 2.36 -27.64
H 8.36 1.41 -25.24
H 8.13 3.09 -23.37
H 8.43 5.45 -23.85
H 8.44 6.28 -26.18
H 8.26 4.72 -28.05
C 11.07 3.42 -21.72
C 11.57 3.41 -23.02
C 12.14 4.57 -23.52
C 12.13 5.78 -22.79
C 11.57 5.77 -21.52
C 10.97 4.61 -21.02
H 10.49 2.58 -21.33
H 11.51 2.53 -23.63
H 12.53 4.50 -24.53
H 12.48 6.66 -23.30
H 11.47 6.67 -20.93
H 10.47 4.61 -20.06
*
```

Atom charges from the Mulliken analysis, given in e for atoms 1 to 4: number 1, C, carries -0.77; number 2, N, carries 0.95; number 3, O, carries -0.55; number 4, O, carries -0.54

2.
# C27H22F3InN5OS

C27H22F3InN5OS as an isolated structure (ωB97M-V/def2-TZVPD, OMol25).

Total energy, Eh: -2279.11343
Largest force on an atom, eV/A: 0.321
E_HOMO, eV: -4.57
LUMO energy, eV: 2.55
Frontier orbital gap, eV: 7.1

Structure (ORCA input):
```
! RIJCOSX wB97M-V def2-TZVPD def2/J DEFGRID3
* xyz -1 1
In -0.89 0.43 -0.89
N -0.27 -0.42 -5.35
C -0.67 0.09 -4.13
S 0.61 0.43 -3.00
N -1.94 0.31 -3.99
N -2.27 0.89 -2.79
C -3.44 1.39 -2.72
C -3.99 2.08 -1.57
C -5.34 2.44 -1.63
C -5.97 3.14 -0.62
C -5.21 3.51 0.49
C -3.88 3.18 0.58
C -3.21 2.45 -0.43
O -1.95 2.19 -0.28
H 0.58 -0.96 -5.32
H -1.03 -0.83 -5.88
H -4.07 1.33 -3.61
H -5.90 2.15 -2.52
H -7.02 3.40 -0.70
H -5.68 4.06 1.30
H -3.29 3.46 1.44
F 6.95 3.28 4.12
C 6.22 2.22 4.52
F 7.06 1.17 4.58
F 5.85 2.47 5.80
C 5.04 1.96 3.64
C 4.18 0.92 3.97
C 3.09 0.64 3.17
C 2.83 1.41 2.02
C 3.71 2.45 1.70
C 4.81 2.72 2.50
C 1.70 1.12 1.19
C 0.77 0.88 0.46
H 4.36 0.32 4.86
H 2.41 -0.16 3.42
H 3.52 3.04 0.82
H 5.48 3.53 2.25
C 3.29 -1.19 -1.16
C 2.39 -2.34 -0.86
N 1.08 -2.30 -0.77
C 0.68 -3.59 -0.51
C 1.75 -4.42 -0.44
N 2.85 -3.61 -0.67
H 2.88 -0.29 -0.72
H 3.36 -1.04 -2.24
H 4.29 -1.36 -0.77
H -0.37 -3.82 -0.38
H 1.84 -5.47 -0.25
H 3.81 -3.89 -0.68
C -3.39 -3.63 0.53
C -2.59 -2.93 1.43
C -1.91 -1.79 1.01
C -2.02 -1.31 -0.30
C -2.83 -2.03 -1.18
C -3.50 -3.18 -0.77
H -3.91 -4.52 0.85
H -2.49 -3.27 2.45
H -1.27 -1.27 1.71
H -2.94 -1.70 -2.21
H -4.12 -3.72 -1.48
*
```

Atom charges from the Mulliken analysis, given in e for atoms 1 to 4: number 1, In, carries 1.39; number 2, N, carries -0.51; number 3, C, carries 0.54; number 4, S, carries -0.45

3.
# C27H30F3N2O10PS2Zn

C27H30F3N2O10PS2Zn as an isolated structure (ωB97M-V/def2-TZVPD, OMol25).

Total energy, Eh: -5125.76336
Largest force on an atom, eV/A: 0.463
E_HOMO, eV: -2.11
LUMO energy, eV: 4.27
Frontier orbital gap, eV: 6.4

Structure (ORCA input):
```
! RIJCOSX wB97M-V def2-TZVPD def2/J DEFGRID3
* xyz -2 1
Zn -1.15 0.73 0.27
C -1.21 0.59 -3.27
C -1.94 -0.59 -2.70
C -2.46 -1.54 -3.61
C -3.10 -2.64 -3.14
C -3.20 -2.84 -1.74
C -3.82 -4.00 -1.22
C -3.84 -4.17 0.14
C -3.25 -3.23 0.99
C -2.64 -2.08 0.52
S -1.90 -0.99 1.65
C -2.63 -1.86 -0.90
N -2.05 -0.73 -1.40
H -1.81 1.08 -4.04
H -0.28 0.25 -3.74
H -0.95 1.32 -2.50
H -2.34 -1.37 -4.68
H -3.51 -3.39 -3.81
H -4.24 -4.73 -1.89
H -4.30 -5.06 0.57
H -3.26 -3.40 2.06
C -0.01 1.60 5.52
C 0.34 2.41 4.29
O 1.51 1.88 3.64
P 1.17 0.91 2.36
O 2.57 1.07 1.53
C 2.58 2.18 0.61
C 3.98 2.75 0.55
O 1.48 -0.54 3.04
C 2.05 -1.65 2.34
C 3.12 -2.28 3.20
H -0.83 2.06 6.06
H 0.86 1.52 6.19
H -0.31 0.59 5.23
H 0.57 3.44 4.56
H -0.51 2.43 3.60
H 1.86 2.94 0.92
H 2.24 1.82 -0.36
H 4.30 3.08 1.54
H 4.00 3.59 -0.13
H 4.68 1.99 0.20
H 2.47 -1.32 1.39
H 1.25 -2.35 2.12
H 3.94 -1.57 3.37
H 3.52 -3.16 2.70
H 2.72 -2.57 4.17
F -4.76 3.37 1.03
C -4.11 2.24 1.41
F -5.00 1.50 2.10
F -3.85 1.57 0.27
C -2.85 2.57 2.28
O -3.11 3.24 3.27
O -1.76 2.12 1.87
O 0.49 -4.14 -2.61
S 1.36 -3.46 -1.68
O 2.17 -4.30 -0.82
N 0.58 -2.33 -0.85
C 1.04 -1.11 -1.11
O 0.68 -0.03 -0.61
C 2.13 -1.09 -2.16
C 2.77 0.01 -2.70
C 3.74 -0.21 -3.67
C 4.04 -1.50 -4.09
C 3.39 -2.60 -3.55
C 2.43 -2.36 -2.58
H 2.50 1.01 -2.37
H 4.26 0.63 -4.11
H 4.80 -1.65 -4.85
H 3.61 -3.61 -3.88
C -2.04 4.29 -1.07
C -0.70 3.62 -0.80
O 0.31 4.33 -0.73
O -0.71 2.34 -0.76
H -2.06 5.29 -0.64
H -2.87 3.69 -0.69
H -2.16 4.38 -2.15
*
```

Atom charges from the Mulliken analysis, given in e for atoms 1 to 4: number 1, Zn, carries 4.19; number 2, C, carries -0.95; number 3, C, carries 0.88; number 4, C, carries -0.88